1.
66
Properties=species:S:1:pos:R:3:mulliken_charge:R:1 method="wB97M-V/def2-TZVPD" spin_multiplicity=1 smiles="CCNC1=C(S)C(=O)OC1=O.ClCCCl.ClCCCl.ClCCCl.ClCCCl.ClCCCl.ClCCCl" lumo_ev=-0.56
C 0.39 0.14 -3.96 -0.1791
C 1.72 0.13 -3.18 -0.6801
N 2.58 1.31 -3.51 -0.3184
C 2.05 2.46 -2.97 0.6333
C 1.66 3.55 -3.61 0.2123
S 1.69 3.94 -5.31 -0.2986
C 1.14 4.46 -2.53 0.2675
O 0.44 5.35 -2.79 -0.4136
O 1.56 4.02 -1.32 -0.2902
C 1.85 2.66 -1.51 0.1639
O 1.93 1.93 -0.63 -0.4886
H -0.22 1.00 -3.70 0.0460
H 0.55 0.04 -5.03 0.3271
H -0.16 -0.73 -3.60 -0.0674
H 2.25 -0.79 -3.40 0.3901
H 1.47 0.09 -2.12 0.2136
H 2.57 1.36 -4.52 0.3929
H 2.19 5.20 -5.25 0.1736
Cl -0.76 -3.64 -2.93 -0.1930
C -2.47 -3.62 -2.42 -0.4762
C -3.36 -2.99 -3.46 -0.5726
Cl -3.08 -1.24 -3.61 -0.0796
H -2.53 -3.10 -1.47 0.3079
H -2.76 -4.66 -2.26 0.3458
H -4.40 -3.12 -3.17 0.3296
H -3.22 -3.45 -4.44 0.3253
Cl 1.94 -0.67 4.16 -0.1743
C 1.49 0.49 2.89 -0.3683
C 0.18 1.17 3.18 -0.3396
Cl -1.20 0.03 3.08 -0.1960
H 1.46 -0.04 1.94 0.2218
H 2.28 1.24 2.84 0.3152
H 0.00 1.96 2.45 0.2066
H 0.16 1.61 4.18 0.3442
Cl 2.50 -4.00 6.79 -0.1919
C 0.83 -3.53 6.37 -0.3623
C -0.14 -4.68 6.51 -0.4834
Cl 0.14 -5.94 5.29 -0.1808
H 0.83 -3.14 5.35 0.2391
H 0.54 -2.72 7.04 0.3154
H -1.16 -4.32 6.37 0.3178
H -0.07 -5.14 7.49 0.3281
Cl 1.88 -9.91 2.95 -0.1890
C 3.24 -8.98 3.62 -0.4455
C 3.08 -7.50 3.40 -0.0293
Cl 3.23 -7.05 1.69 -0.1933
H 4.16 -9.35 3.17 0.3320
H 3.27 -9.19 4.69 0.2938
H 3.86 -6.96 3.94 0.3007
H 2.11 -7.14 3.76 -0.0536
Cl -2.73 2.35 -3.59 -0.1820
C -2.28 3.44 -2.25 0.5895
C -2.48 2.80 -0.91 -0.1899
Cl -4.20 2.57 -0.52 -0.2261
H -2.86 4.36 -2.34 0.2482
H -1.23 3.68 -2.39 -0.7356
H -2.05 3.43 -0.13 0.0351
H -1.99 1.82 -0.85 0.3363
Cl -1.21 5.95 0.22 -0.1841
C -1.54 7.10 -1.10 -0.3587
C -2.83 7.86 -0.88 -0.4897
Cl -4.25 6.80 -1.03 -0.1670
H -1.56 6.55 -2.03 0.1780
H -0.71 7.80 -1.13 0.4214
H -2.93 8.64 -1.63 0.3175
H -2.86 8.32 0.10 0.3279

---

2.
58
Properties=species:S:1:pos:R:3:mulliken_charge:R:1 method="wB97M-V/def2-TZVPD" s2=8.76 e_above_lowest_kj_mol=3.4 spin_multiplicity=6 lumo_ev="0.04 / -0.04"
O 1.23 1.00 -0.13 -0.5355
C 1.23 1.52 -1.43 0.7682
C 1.26 3.03 -1.41 -0.8582
C 0.93 3.75 -0.27 -0.0346
H 0.69 3.20 0.63 0.2460
C 0.92 5.14 -0.27 -0.7924
H 0.65 5.68 0.63 0.4139
C 1.26 5.83 -1.42 -0.3609
H 1.25 6.92 -1.43 0.3807
C 1.61 5.13 -2.57 -0.7726
H 1.89 5.66 -3.47 0.3798
C 1.61 3.74 -2.56 0.0024
H 1.88 3.20 -3.45 0.3758
H 2.13 1.19 -1.96 0.4760
C 0.24 -0.49 -2.54 -1.2976
C 0.04 0.94 -2.16 -0.2130
H -0.34 -0.80 -3.41 0.3078
H 0.00 -1.15 -1.71 0.2721
H 1.30 -0.67 -2.78 0.4560
C -1.07 1.65 -2.38 0.4822
C -2.33 1.20 -3.04 -1.4418
H -1.07 2.69 -2.07 0.3523
H -2.57 1.76 -3.94 0.3946
H -3.18 1.29 -2.37 0.2771
H -2.27 0.14 -3.32 0.3283
Fe -0.11 0.03 0.77 1.2024
Cl -1.11 1.85 1.81 -0.4700
Cl -1.68 -0.03 -0.93 -0.5087
C -2.53 -1.12 1.93 0.0157
O -1.29 -1.24 1.95 -0.5035
N -3.34 -1.85 2.70 0.2575
C -2.90 -3.10 3.29 -0.9402
C -4.68 -1.41 2.99 -0.9951
H -3.02 -0.41 1.28 0.3177
H -1.86 -3.25 3.06 0.2241
H -3.48 -3.93 2.89 0.3247
H -3.04 -3.08 4.37 0.3291
H -4.82 -0.39 2.63 0.3324
H -4.87 -1.42 4.07 0.3217
H -5.42 -2.05 2.51 0.3550
H 1.72 -4.97 -0.17 0.3271
H 4.28 -4.07 0.20 0.3377
C 1.75 -4.16 -0.90 -0.9794
C 3.99 -3.23 -0.43 -0.9300
N 2.55 -3.06 -0.41 0.2958
H 0.73 -3.82 -1.09 0.2716
C 1.98 -1.91 -0.04 0.0780
O 0.76 -1.76 0.07 -0.7569
H 4.45 -2.32 -0.05 0.2813
H 2.67 -1.09 0.14 0.3378
H 2.15 -4.54 -1.84 0.3557
H 4.34 -3.41 -1.44 0.3349
C 0.68 -0.27 3.51 -0.6159
O 1.20 0.07 2.25 -0.2671
H -0.29 0.22 3.70 0.2386
H 1.37 0.11 4.30 0.2599
H 0.57 -1.37 3.62 0.2560
H 1.94 -0.56 2.09 0.3053

---

3.
74
Properties=species:S:1:pos:R:3:mulliken_charge:R:1 method="wB97M-V/def2-TZVPD" s2=6.01 e_above_lowest_kj_mol=264.6 total_charge=-1 spin_multiplicity=5 lumo_ev="2.21 / 2.21"
Fe 0.42 0.10 0.28 1.2002
C 3.86 -1.87 1.98 -1.3580
C 2.32 -2.02 2.01 0.7177
C 1.94 -2.63 3.34 -1.4089
O 1.55 -0.95 1.58 -0.4922
H 4.17 -1.22 2.81 0.3363
H 4.14 -1.34 1.07 0.2192
H 4.46 -2.78 2.01 0.3763
H 2.16 -2.81 1.28 -0.3326
H 2.03 -1.85 4.09 0.2818
H 2.52 -3.50 3.64 0.3863
H 0.89 -2.93 3.34 0.2729
C 4.43 1.17 -1.47 0.5811
F 5.35 2.15 -1.86 -0.2642
F 4.56 0.17 -2.28 -0.2145
F 4.84 0.79 -0.26 -0.2102
S 2.64 1.90 -1.63 0.9763
O 1.82 0.78 -1.06 -0.6740
O 2.68 3.11 -0.81 -0.7049
O 2.25 2.15 -3.02 -0.6220
C -2.98 2.77 -2.06 0.6369
F -3.70 1.73 -2.41 -0.1842
F -3.40 3.86 -2.78 -0.2572
F -3.19 3.01 -0.78 -0.1913
S -1.06 2.38 -2.23 0.8054
O -0.42 3.61 -1.83 -0.7048
O -0.76 1.26 -1.30 -0.4108
N -0.67 2.18 -3.90 -0.4112
S -1.11 0.68 -4.21 0.9795
O -0.02 -0.02 -4.94 -0.6958
O -1.83 -0.11 -3.21 -0.5153
C -2.47 1.05 -5.59 0.4106
F -2.67 0.04 -6.46 -0.2166
F -3.63 1.46 -4.95 -0.2251
F -2.08 2.10 -6.28 -0.2227
C -3.56 -1.38 1.42 -0.7570
C -2.94 -1.38 2.76 -0.6434
C -1.64 -0.60 2.59 -0.5987
O -1.55 -0.37 1.21 1.1646
C -2.88 -0.34 0.62 -0.4646
H -4.63 -1.15 1.42 0.4462
H -3.37 -2.30 0.87 0.2119
H -2.72 -2.39 3.10 0.2041
H -3.55 -0.89 3.52 0.3677
H -0.75 -1.06 3.03 0.1478
H -1.82 0.35 3.09 0.0985
H -2.86 -0.60 -0.44 -0.0134
H -3.35 0.64 0.77 0.4360
C 0.72 2.46 3.43 -0.5517
C -0.46 3.34 2.97 -0.8460
C -0.69 2.88 1.50 -0.1880
O 0.39 1.99 1.19 0.1325
C 1.46 2.23 2.11 -0.4155
H 0.37 1.58 3.97 0.1523
H 1.40 2.94 4.12 0.5010
H -0.26 4.40 3.06 0.3212
H -1.41 3.19 3.49 0.3205
H -0.66 3.77 0.87 0.3738
H -1.69 2.48 1.33 -0.0321
H 1.97 3.14 1.79 0.3656
H 2.17 1.41 2.16 0.0631
C 0.78 -3.44 -2.13 -0.7518
C 0.10 -3.90 -0.92 -0.5541
C -0.79 -2.78 -0.60 -0.2515
O 0.01 -1.61 -0.86 0.6582
C 0.95 -1.93 -1.88 0.1581
H 0.26 -3.54 -3.08 0.3458
H 1.77 -3.89 -2.22 0.3289
H 0.80 -4.06 -0.10 0.1533
H -0.42 -4.84 -1.09 0.3989
H -1.07 -2.90 0.45 -0.0992
H -1.66 -2.85 -1.24 0.2854
H 1.99 -1.68 -1.68 0.0594
H 0.55 -1.33 -2.70 -0.3915

---

Number 1: E_tot -6905.45730 Eh. Number 2: E_tot -3298.97738 Eh. Number 3: E_tot -4943.94317 Eh.